{
  "formula": "C68H172N12O22",
  "method": "ωB97M-V/def2-TZVPD",
  "homo_lumo_gap_ev": 8.7,
  "total_charge": 0,
  "total_energy_ev": -136212.4149,
  "smiles": "COC[C@H](C)N.COC[C@H](C)N.COCCNCCOC.COCCNCCOC.COCCNCCOC.COCCNCCOC.COCCNCCOC.COCCNCCOC.COCCNCCOC.COCCNCCOC.COCCNCCOC.COCCNCCOC",
  "relative_energy_kcal_mol": 99.3,
  "homo_ev": -8.04,
  "symbols": ["O", "O", "O", "O", "O", "O", "O", "O", "O", "O", "O", "O", "O", "O", "O", "O", "O", "O", "O", "O", "O", "O", "N", "N", "N", "N", "N", "N", "N", "N", "N", "N", "N", "N", "C", "C", "C", "C", "C", "C", "C", "C", "C", "C", "C", "C", "C", "C", "C", "C", "C", "C", "C", "C", "C", "C", "C", "C", "C", "C", "C", "C", "C", "C", "C", "C", "C", "C", "C", "C", "C", "C", "C", "C", "C", "C", "C", "C", "C", "C", "C", "C", "C", "C", "C", "C", "C", "C", "C", "C", "C", "C", "C", "C", "C", "C", "C", "C", "C", "C", "C", "C", "H", "H", "H", "H", "H", "H", "H", "H", "H", "H", "H", "H", "H", "H", "H", "H", "H", "H", "H", "H", "H", "H", "H", "H", "H", "H", "H", "H", "H", "H", "H", "H", "H", "H", "H", "H", "H", "H", "H", "H", "H", "H", "H", "H", "H", "H", "H", "H", "H", "H", "H", "H", "H", "H", "H", "H", "H", "H", "H", "H", "H", "H", "H", "H", "H", "H", "H", "H", "H", "H", "H", "H", "H", "H", "H", "H", "H", "H", "H", "H", "H", "H", "H", "H", "H", "H", "H", "H", "H", "H", "H", "H", "H", "H", "H", "H", "H", "H", "H", "H", "H", "H", "H", "H", "H", "H", "H", "H", "H", "H", "H", "H", "H", "H", "H", "H", "H", "H", "H", "H", "H", "H", "H", "H", "H", "H", "H", "H", "H", "H", "H", "H", "H", "H", "H", "H", "H", "H", "H", "H", "H", "H", "H", "H", "H", "H", "H", "H", "H", "H", "H", "H", "H", "H", "H", "H", "H", "H", "H", "H", "H", "H", "H", "H", "H", "H", "H", "H", "H", "H", "H", "H"],
  "positions_angstrom": [[0.77, -3.78, 5.69], [0.27, 5.26, -3.76], [-0.40, -1.47, -8.92], [1.99, 0.59, 4.28], [6.17, -1.33, -3.32], [2.49, 0.29, -5.83], [8.59, 2.30, -1.99], [-4.13, 0.38, 9.81], [1.77, 4.73, 5.40], [3.22, -5.32, 1.60], [-1.78, -2.82, -3.86], [-0.09, 8.55, -7.83], [-7.31, -2.37, 5.24], [2.72, -6.69, -2.63], [-0.61, -2.64, 0.29], [4.82, -0.42, 1.12], [4.36, 3.66, -0.56], [-1.22, 3.19, -0.09], [-6.41, 2.64, -3.30], [-7.79, 1.23, 2.15], [-4.13, -4.50, 2.65], [-3.10, 1.79, 3.92], [-2.90, -0.13, 6.39], [-0.19, 0.80, -1.05], [0.69, 2.07, 6.50], [2.07, -6.47, 5.02], [3.33, -1.77, -4.04], [-5.82, -2.06, 2.85], [-0.76, -3.63, -6.52], [0.71, -3.85, -4.02], [1.76, 2.96, 0.11], [1.29, 7.68, -5.42], [7.86, 0.62, 0.28], [-6.71, 1.64, -0.57], [2.93, 2.18, 0.59], [3.92, -7.34, -3.05], [-0.72, -0.28, -0.26], [-0.42, 4.00, 0.73], [-0.33, -2.86, -8.81], [-6.70, 2.15, 1.87], [6.19, -0.62, 1.70], [1.99, 6.11, 5.63], [-3.63, 0.83, 11.08], [3.99, -2.25, -2.80], [0.40, 4.33, 5.46], [-3.43, -0.42, 5.10], [9.13, 2.47, -3.31], [0.80, 3.24, 1.18], [-2.43, 1.56, 2.67], [7.09, 0.60, 1.52], [-2.55, -2.92, -2.63], [-3.96, -3.24, 1.90], [3.69, -6.00, 0.39], [0.48, 7.63, -4.16], [0.13, -3.85, 0.50], [0.64, 4.00, -3.17], [-7.52, -1.34, 4.32], [-8.55, 1.65, 3.24], [5.72, 3.92, -1.02], [0.04, 9.40, -6.73], [1.08, -0.01, 3.39], [-0.62, -3.26, 5.60], [-1.67, -2.56, -6.24], [1.05, -4.91, -3.13], [2.78, -6.23, 2.61], [1.31, 9.05, -5.96], [-7.62, -2.04, 6.54], [2.35, -0.75, -3.74], [-0.90, -0.91, -10.04], [-0.03, -1.64, -0.50], [-3.87, -0.18, 7.45], [5.17, -1.39, -2.34], [-4.08, 0.80, 4.34], [-5.29, -2.49, 1.60], [-6.04, 0.96, -1.63], [-2.13, -0.29, -0.77], [9.60, 1.82, -1.05], [0.67, -4.94, 6.50], [0.49, 0.64, 6.29], [1.58, -0.32, -4.96], [0.32, -3.33, -7.49], [-6.69, 1.27, -3.00], [-5.89, 1.63, 0.67], [1.91, 0.75, -7.11], [-7.25, -1.90, 2.90], [-2.93, -5.21, 2.65], [0.20, 2.80, 5.32], [7.23, -0.43, -2.96], [2.37, -5.64, -3.58], [-3.18, 0.31, 8.73], [4.06, -1.59, 1.41], [1.78, 0.10, 5.56], [-0.15, -5.83, -3.07], [-6.81, 3.08, -4.58], [-2.21, 3.86, -0.81], [2.28, -5.48, 3.94], [0.82, 6.44, -3.23], [1.95, -5.77, 6.32], [-2.55, -2.83, -5.04], [0.16, 9.13, -9.12], [8.86, 1.70, 0.35], [4.08, 2.26, -0.40], [2.82, 0.12, -3.29], [1.96, -6.80, 2.17], [-3.29, -2.12, -2.62], [-2.34, -0.31, 9.05], [-1.05, -1.71, -5.96], [3.25, -2.57, -2.06], [3.72, -7.92, -3.95], [-6.00, 2.41, 2.66], [-2.63, 0.61, -0.40], [-6.91, -0.47, 4.56], [-6.09, -0.12, -1.49], [1.83, -0.98, 5.69], [0.44, 3.92, -2.10], [0.02, 0.11, 3.56], [0.45, 2.31, 1.64], [1.89, 6.35, -3.04], [-8.57, -1.05, 4.31], [-3.14, -3.74, -5.16], [0.60, 8.51, -3.54], [0.73, 0.92, -0.64], [-0.81, 9.19, -6.07], [-1.52, 2.13, 2.48], [10.02, 3.11, -3.35], [0.80, -4.20, -7.93], [-6.13, 2.72, -5.36], [1.17, -4.46, -2.15], [2.88, -5.26, 6.55], [-1.79, 4.59, -1.51], [-3.10, 1.76, 10.87], [0.67, 7.16, -6.03], [0.43, 0.11, 7.24], [-7.82, -2.82, 2.76], [10.38, 2.56, -0.88], [-5.56, -2.74, 3.55], [-1.96, -2.98, -1.72], [4.44, -6.77, 0.53], [-4.28, -1.18, 7.58], [-3.50, -3.39, 0.92], [-0.52, 0.11, -9.97], [-1.31, -3.32, -8.95], [-4.76, 1.28, 5.03], [-7.25, -2.84, 7.18], [-6.30, 0.58, -3.75], [1.20, -3.71, 0.65], [10.10, 0.89, -1.32], [-7.97, 1.92, 4.12], [2.15, 3.69, -0.48], [2.63, 1.14, 0.75], [-0.64, -1.41, -10.98], [6.47, 3.63, -0.28], [4.40, -2.50, 0.92], [3.94, -1.24, -4.65], [1.02, -1.44, -0.29], [0.80, 2.48, 4.47], [0.33, 6.51, -2.25], [0.34, 8.28, -9.78], [-4.20, -1.20, 5.03], [9.53, 1.52, -3.65], [-2.32, -2.30, -7.08], [-0.53, -6.13, -4.04], [-7.75, 2.55, -4.74], [-2.99, -6.16, 3.20], [4.20, -8.12, -2.34], [1.46, -3.18, -4.06], [3.65, -6.82, 2.88], [3.09, -1.32, 1.00], [-4.72, 0.46, 3.53], [4.93, 1.71, -0.01], [0.05, -1.85, -1.57], [2.65, 1.27, -7.73], [-3.26, -3.75, -2.68], [4.82, -6.73, -3.09], [1.07, 1.41, -6.91], [-0.83, 2.58, 5.05], [2.18, 9.14, -6.62], [-4.43, 0.93, 11.81], [5.51, -1.86, -1.42], [6.83, 0.58, -2.93], [-0.66, 1.63, -0.73], [4.43, -3.17, -3.18], [7.34, 0.74, -0.58], [1.06, 9.75, -9.08], [7.86, 0.56, 2.29], [4.07, -5.24, -0.29], [-1.99, -0.86, -10.03], [-0.68, 0.02, 0.78], [1.37, -4.95, 3.66], [1.65, -1.11, -2.98], [2.75, -7.21, 5.02], [1.44, -0.15, -7.50], [-3.18, -2.62, 2.35], [1.29, -1.07, 3.19], [-1.04, -2.85, 6.52], [6.65, -1.55, 1.36], [3.00, 6.39, 5.33], [2.33, -6.01, -4.60], [-0.48, -2.51, 4.81], [-2.27, -0.34, -1.85], [1.67, 3.73, -3.37], [-6.03, -3.15, 1.15], [0.20, -3.14, -9.73], [-0.20, -5.53, 6.20], [-0.11, 10.43, -7.04], [1.26, 3.76, 2.02], [5.82, 4.97, -1.29], [-0.33, -3.85, -5.64], [1.92, -6.48, 7.14], [-4.75, 0.43, 7.22], [-7.12, 3.13, 1.64], [-6.88, 4.15, -4.79], [6.45, 1.48, 1.56], [2.64, 0.47, 6.13], [9.69, 1.50, 1.02], [0.01, 3.24, -3.63], [8.39, 2.70, -4.07], [6.08, -0.66, 2.78], [3.95, -1.70, 2.49], [1.34, 0.50, 2.46], [-2.47, 0.78, 6.38], [-9.27, 0.89, 3.54], [2.85, -6.41, -0.17], [0.87, 0.47, -4.73], [-7.61, 1.20, -0.39], [-0.46, 0.51, 5.77], [1.45, 9.81, -5.19], [5.91, 3.36, -1.94], [1.34, 6.81, 5.10], [-9.08, 2.53, 2.88], [-0.75, 9.69, -9.30], [7.65, -0.81, -2.03], [-0.03, -6.79, -2.56], [-5.12, -1.69, 0.87], [-2.15, -4.62, 3.13], [-0.96, -5.30, -2.58], [1.68, 2.25, 6.56], [1.79, 6.21, 6.70], [-7.04, -1.16, 6.81], [-7.56, -1.24, 2.09], [-2.16, 0.51, 2.55], [2.93, -4.67, 4.25], [-2.76, 3.19, -1.47], [-1.27, -4.03, 5.19], [3.16, -4.90, -3.59], [0.53, -4.60, 7.53], [-2.91, 0.06, 11.38], [-0.17, 4.92, 0.19], [1.12, -1.20, -5.40], [-0.24, -4.46, 1.33], [-5.11, 2.39, 0.61], [4.80, -0.40, -2.07], [-2.69, -1.14, -0.39], [-1.12, 4.19, 1.54], [-0.60, 7.67, -4.29], [-0.16, 4.66, 6.33], [-8.69, -1.93, 6.73], [-7.77, 1.13, -2.94], [-0.02, -4.39, -0.44], [-2.63, -0.78, 4.46], [3.31, 2.41, 1.58], [-3.32, -2.06, -4.99], [-3.08, 1.85, 1.84], [8.08, -0.41, -3.64], [1.11, -2.65, -7.17], [-2.59, -5.33, 1.63], [-2.79, 1.31, 8.56], [3.83, 1.92, -1.40], [-4.96, 1.13, -1.68], [-0.09, 4.78, 4.60], [-2.89, 4.39, -0.14], [-5.45, 0.66, 0.89], [8.47, 2.66, 0.69], [-0.14, -3.37, -3.77]]
}